# 1
A 3-piece molecular cluster, C34H67N2O8P overall, computed with ωB97M-V/def2-TZVPD.

Geometry as XYZ:
```
112
Properties=species:S:1:pos:R:3:forces:R:3:lowdin_charge:R:1
C -2.84917 -3.05314 -3.45815 1.113 -3.352 2.528 -0.026
C -2.41097 -4.11607 -2.48312 -1.509 2.764 -1.660 -0.090
C -2.29418 -3.85106 -0.84331 2.559 -0.761 -0.570 -0.458
C -2.86994 -5.12939 0.01360 -0.606 -0.200 0.348 -0.073
C -0.64976 -3.81320 -0.54026 0.158 0.089 -0.828 -0.130
C 0.21201 -3.23326 -1.83827 1.076 -0.024 0.833 -0.213
C 1.72126 -2.79940 -1.29951 -0.131 -0.958 -0.589 -0.216
C 2.50651 -1.75827 -2.30137 0.148 0.770 -0.076 -0.207
C 4.03645 -2.24050 -2.68765 0.086 -0.141 -0.347 -0.227
C 5.17030 -1.05563 -2.56227 0.634 -0.729 1.475 -0.214
C 5.91787 -1.29230 -1.08645 0.718 0.939 -0.452 -0.233
C 7.34223 -0.41772 -1.07952 -1.084 -1.155 0.370 -0.223
C 8.11751 -0.71285 0.34621 0.290 1.616 -0.462 -0.177
C 9.65954 -0.09861 0.27671 -0.096 -0.761 -0.339 -0.220
O 9.60649 1.25443 -0.35941 1.063 -0.442 2.256 -0.279
C 10.36796 2.19767 0.49420 0.441 0.032 0.191 -0.112
O -2.80534 -2.53860 -0.41922 -1.279 -2.030 -0.559 -0.187
C -4.29588 -2.57222 -0.25897 0.429 0.259 0.845 -0.164
C -4.83123 -1.02445 -0.22031 1.636 0.655 -0.547 -0.431
N -5.82283 -0.65446 -1.29832 0.878 -1.543 0.188 -0.226
C -6.96995 -1.63183 -1.41430 0.337 -1.305 -1.743 -0.274
N -8.30347 -0.95444 -1.78319 0.650 -1.874 0.557 -0.021
C -5.17094 -0.34239 -2.62604 0.048 1.885 -0.517 -0.189
C -5.99426 0.98016 -3.23406 -0.201 0.489 1.047 -0.202
C -5.00108 2.15366 -3.80794 -1.084 0.100 -1.593 -0.274
C -4.00081 1.55767 -4.98721 -1.197 0.302 0.681 -0.149
P -5.63605 -0.50908 1.45784 -1.593 -0.624 0.370 0.931
C -6.51755 1.16753 1.03689 0.786 0.870 -0.666 -0.427
C -7.14139 1.92840 2.34815 -0.526 0.960 -1.038 -0.208
C -4.32577 -0.28950 2.82989 1.418 -0.200 0.260 -0.437
C -4.90639 0.23642 4.27054 -0.014 0.525 0.188 -0.195
H -3.47359 -3.43063 -4.39689 2.193 1.083 1.703 0.072
H -2.57092 -1.91684 -3.26938 -1.447 -2.595 -0.098 0.073
H -2.07740 -5.20050 -2.85219 -1.579 2.302 0.865 0.127
H -3.07009 -4.81221 1.14681 0.451 -0.564 -2.562 0.106
H -3.86975 -5.59126 -0.43017 2.043 1.138 0.929 0.096
H -2.08195 -5.99496 0.05156 -1.465 1.756 -0.266 0.082
H -0.23229 -4.91864 -0.36922 -1.058 2.477 -0.121 0.124
H -0.47415 -3.14090 0.41118 -0.303 -1.406 -1.891 0.124
H 0.40423 -4.12079 -2.61261 -0.797 2.149 1.474 0.125
H -0.28909 -2.29721 -2.34300 0.848 -2.021 0.996 0.107
H 2.35551 -3.81009 -1.29419 -1.296 2.202 0.276 0.112
H 1.60371 -2.41831 -0.19909 0.494 -0.520 -2.139 0.105
H 1.86606 -1.57919 -3.29269 1.393 -0.495 2.157 0.115
H 2.62196 -0.68322 -1.79571 -0.412 -2.348 -0.962 0.111
H 4.09203 -2.69897 -3.77186 -0.345 0.903 2.111 0.109
H 4.34281 -3.10569 -1.94870 -0.584 1.725 -1.481 0.092
H 4.71444 0.04463 -2.56512 0.959 -2.463 -0.228 0.118
H 6.05332 -1.16205 -3.35835 -2.215 0.289 1.515 0.113
H 6.17077 -2.42541 -0.89511 -0.559 2.155 -0.583 0.106
H 5.22926 -0.93039 -0.20177 1.292 -0.690 -1.740 0.117
H 7.97459 -0.76672 -2.02542 -1.214 0.834 2.111 0.122
H 7.02632 0.70421 -1.19144 1.005 -2.104 0.254 0.116
H 8.10906 -1.85212 0.62440 0.094 2.228 -0.586 0.114
H 7.53100 -0.07934 1.17054 1.297 -1.565 -1.634 0.126
H 10.16487 -0.07515 1.34435 -1.194 0.150 -2.073 0.121
H 10.38254 -0.75668 -0.40519 -1.704 1.198 1.343 0.133
H 10.64515 3.20346 -0.06073 -0.924 -2.300 0.883 0.093
H 9.72600 2.46223 1.45135 1.491 -0.564 -1.785 0.116
H 11.37849 1.65409 0.76955 -1.920 1.351 -0.207 0.100
H -4.69188 -3.21872 -1.15000 0.281 1.392 1.778 0.127
H -4.53219 -3.03553 0.81055 0.339 0.601 -2.377 0.117
H -3.86866 -0.33437 -0.33919 -1.931 -1.515 -0.079 0.135
H -6.72209 -2.32888 -2.35097 -0.379 1.136 1.909 0.120
H -7.07752 -2.37344 -0.50004 0.378 1.989 -1.573 0.131
H -8.95502 -1.26035 -1.01437 0.518 0.534 -1.498 0.067
H -8.60361 -1.37543 -2.71364 0.209 0.712 1.941 0.077
H -5.11863 -1.23543 -3.38021 -0.295 1.449 1.395 0.105
H -4.05567 0.04470 -2.48128 -2.374 -1.006 0.027 0.122
H -6.85506 0.66148 -3.98711 2.061 0.740 1.286 0.112
H -6.56809 1.46094 -2.30439 1.230 -1.243 -1.995 0.105
H -4.43765 2.77096 -2.98311 -1.015 -1.546 -1.456 0.108
H -5.70643 2.93736 -4.36755 1.436 -1.575 1.340 0.106
H -3.01312 1.21100 -4.46359 -1.761 0.528 -1.499 0.071
H -4.60492 0.67521 -5.49810 1.585 1.655 1.067 0.084
H -3.86612 2.38704 -5.80196 0.225 -1.658 1.632 0.071
H -7.34013 0.93521 0.20614 1.760 0.383 2.025 0.076
H -5.71648 1.85083 0.49473 -1.692 -1.030 1.114 0.084
H -7.69567 2.90125 1.93398 1.135 -2.055 0.895 0.080
H -6.32246 2.33146 3.09214 -1.682 -1.164 -1.432 0.065
H -7.97601 1.27799 2.85242 1.845 1.136 -0.729 0.074
H -3.85164 -1.36566 3.03417 -1.061 2.274 -0.770 0.088
H -3.46094 0.39824 2.44464 -1.408 -1.195 0.931 0.078
H -6.08696 0.25585 4.33767 2.489 -0.135 -0.369 0.059
H -4.51148 1.35157 4.42460 -0.951 -2.491 -0.113 0.090
H -4.54520 -0.44856 5.16350 -0.651 1.577 -2.004 0.082
C 15.14166 4.56906 -2.28516 0.215 -0.158 -0.613 -0.013
C 13.97867 4.10841 -1.42350 0.631 0.118 -0.927 -0.341
C 13.00274 5.19360 -1.07830 -0.513 0.455 -0.561 -0.115
O 12.45181 4.73600 0.14390 0.519 -0.462 0.614 0.033
C 13.41392 3.96508 0.73312 0.078 -0.892 2.452 -0.518
O 13.37441 3.57361 1.88695 0.030 0.881 -2.610 0.133
O 14.42921 3.69434 -0.14178 -0.810 0.095 1.006 0.083
H 15.01571 5.60084 -2.62971 0.015 -0.095 0.174 0.083
H 16.09809 4.49081 -1.75854 -0.274 0.028 0.028 0.094
H 15.20771 3.94784 -3.18528 0.099 0.117 0.180 0.083
H 13.47585 3.25212 -1.89052 -0.069 0.155 0.122 0.161
H 12.22177 5.30743 -1.83558 0.013 -0.030 0.245 0.146
H 13.47324 6.16694 -0.90010 0.135 -0.137 -0.113 0.142
C -10.22061 1.94210 6.65113 -0.586 0.220 0.232 -0.012
C -8.83463 1.79311 7.25450 -1.061 0.313 -0.109 -0.341
C -7.78108 2.62467 6.58536 0.061 0.868 -0.036 -0.114
O -6.59789 1.88943 6.84262 0.033 -0.952 0.128 0.056
C -6.97840 0.58322 6.96969 1.556 -2.049 0.104 -0.515
O -6.20827 -0.36156 6.99013 -1.783 2.135 0.116 0.119
O -8.33805 0.47577 7.06665 1.245 -0.179 -0.079 0.083
H -10.25927 2.73734 5.89932 0.100 -0.173 0.023 0.083
H -10.57060 1.01133 6.19353 0.223 0.148 0.073 0.094
H -10.93902 2.21799 7.43103 0.057 -0.122 -0.191 0.082
H -8.86821 1.98362 8.33466 0.142 0.025 -0.141 0.159
H -7.71162 3.62986 7.01095 0.154 -0.190 -0.054 0.145
H -7.90757 2.70344 5.49985 -0.190 -0.071 0.077 0.131
```
Forces are in eV/Å.

Largest force on an atom, hartree/bohr: 0.084
Relative energy (zero: lowest compared OMol25 entry of this formula, charge and spin), eV: 12.8822
Molar mass, g mol⁻¹: 662.89
SMILES string: C=C[C@@](C)(CCCCCCCCCCOC)OC[C@@H](N(CN)CCCC)P(CC)CC.C[C@@H]1COC(=O)O1.C[C@@H]1COC(=O)O1
Orbital gap, eV: 8.155
E_tot, eV: -64978.535

# 2
One molecule with the formula C18H17N5O2S, computed with ωB97M-V/def2-TZVPD.

Geometry as XYZ:
```
43
Properties=species:S:1:pos:R:3:forces:R:3:lowdin_charge:R:1
C -4.37109 1.86139 -0.83307 0.259 0.061 0.061 -0.080
H -4.74088 1.71969 -1.84467 -0.066 -0.008 -0.100 0.082
H -4.83606 2.74791 -0.40985 -0.094 0.048 0.080 0.074
H -4.66930 1.00836 -0.22831 -0.084 -0.062 0.049 0.063
C -2.85539 2.04663 -0.85787 -0.330 -0.030 -0.038 -0.262
N -2.20270 1.06208 -1.69717 0.025 0.035 0.111 -0.163
C -2.33293 -0.33620 -1.34589 -0.150 0.042 -0.216 -0.098
C -1.28902 -0.90652 -0.41782 -0.026 -0.337 -0.035 -0.301
N -0.62859 -1.93690 -0.79541 -0.462 -0.035 -0.571 0.170
C 0.33983 -2.43886 0.03355 0.271 0.095 0.643 -0.231
C 1.06069 -3.56833 -0.36938 0.029 0.010 0.067 -0.019
C 2.05615 -4.07346 0.43452 -0.063 -0.013 -0.096 -0.081
C 2.36093 -3.47396 1.65662 0.029 0.079 0.147 -0.089
C 1.66448 -2.36207 2.07104 -0.089 0.046 0.034 -0.034
C 0.65112 -1.83626 1.26731 0.078 -0.367 -0.251 -0.106
C -0.08429 -0.64709 1.67855 -0.159 0.185 0.042 -0.414
O 0.11688 0.01818 2.67394 0.053 0.009 0.161 0.083
N -1.09194 -0.29447 0.78934 -0.149 0.026 0.122 0.213
H -1.64009 0.51858 1.04489 0.182 -0.108 -0.048 0.145
H 1.87709 -1.87426 3.01094 0.028 0.036 0.074 0.123
H 3.14413 -3.88453 2.27586 0.062 -0.036 0.065 0.104
H 2.61109 -4.94424 0.11788 0.036 -0.081 -0.045 0.105
H 0.81537 -4.01814 -1.31777 -0.035 -0.045 -0.123 0.113
H -3.32080 -0.49211 -0.90772 0.001 -0.051 -0.042 0.120
H -2.27288 -0.92663 -2.26573 -0.002 -0.067 0.218 0.131
C -0.90634 1.43213 -2.22922 -0.058 0.132 -0.097 -0.118
C 0.21811 1.50727 -1.21935 0.340 0.230 0.196 -0.255
C 0.30313 2.48761 -0.27076 -0.141 0.018 -0.166 0.051
C 1.33319 2.49941 0.72467 -0.015 -0.018 -0.089 -0.417
O 1.52722 3.31666 1.59459 0.089 0.118 0.224 0.079
N 2.21164 1.38229 0.59180 -0.397 0.001 -0.410 0.026
C 2.07523 0.49405 -0.42984 0.136 -0.085 -0.110 -0.565
N 1.13185 0.51067 -1.31416 0.055 -0.340 -0.448 0.115
S 3.35313 -0.68422 -0.39789 -0.019 0.294 0.114 1.095
C 3.99019 0.05569 1.04538 -0.267 0.090 -0.266 -0.342
C 3.27413 1.12277 1.42229 0.625 -0.194 0.465 -0.118
H 3.42482 1.76931 2.26719 0.015 0.060 0.079 0.135
H 4.85788 -0.35671 1.51605 0.180 -0.011 0.190 0.071
H -0.39437 3.30805 -0.24156 -0.072 0.078 0.017 0.116
H -1.01344 2.40356 -2.72141 0.028 -0.055 -0.019 0.130
H -0.62823 0.68292 -2.97372 0.062 0.105 -0.012 0.129
H -2.47975 2.07992 0.17937 0.028 0.144 -0.099 0.101
H -2.64017 3.01982 -1.30717 0.067 0.001 0.119 0.119
```
Forces are in eV/Å.

Largest force on an atom, hartree/bohr: 0.016
Relative energy (zero: lowest compared OMol25 entry of this formula, charge and spin), eV: 0.2528
Molar mass, g mol⁻¹: 367.43
SMILES string: CCN(Cc1cc(=O)n2ccsc2n1)Cc1nc2ccccc2c(=O)[nH]1
Orbital gap, eV: 8.518
E_tot, eV: -41324.016